ORCA calculation (ωB97M-V/def2-TZVPD) on 10 unconnected molecules or ions with the total composition C20H45N5O20 at a distorted geometry.

Last columns: bonded neighbours and bond lengths (Å).
Cartesian coordinates (Å):
1 C -3.554 -2.418 -0.026  C2 1.530, H8 1.090, H9 1.090, H10 1.090
2 C -4.040 -1.458 -1.114  C1 1.530, O3 1.224, N4 1.524
3 O -4.775 -1.787 -2.035  C2 1.224
4 N -3.413 -0.071 -1.180  C2 1.524, H5 1.010, H6 1.010, C7 1.504
5 H -2.528 -0.026 -0.695  N4 1.010
6 H -3.062 0.101 -2.112  N4 1.010
7 C -4.379 0.978 -0.703  N4 1.504, H11 1.090, H12 1.090, H13 1.090
8 H -2.917 -3.194 -0.453  C1 1.090
9 H -4.505 -2.760 0.383  C1 1.090
10 H -3.025 -1.962 0.810  C1 1.090
11 H -5.065 0.998 -1.550  C7 1.090
12 H -3.924 1.955 -0.546  C7 1.090
13 H -4.842 0.703 0.245  C7 1.090
14 C 1.178 2.272 -1.965  C15 1.504, H21 1.090, H22 1.090, H23 1.090
15 C 2.292 3.213 -1.595  C14 1.504, O16 1.271, N17 1.536
16 O 2.158 4.053 -0.650  C15 1.271
17 N 3.724 2.813 -1.980  C15 1.536, H18 1.010, H19 1.010, C20 1.611
18 H 4.470 3.331 -1.538  N17 1.010
19 H 3.896 1.867 -1.672  N17 1.010
20 C 4.090 3.083 -3.526  N17 1.611, H24 1.090, H25 1.090, H26 1.090
21 H 1.071 2.231 -3.049  C14 1.090
22 H 0.177 2.643 -1.744  C14 1.090
23 H 1.335 1.274 -1.558  C14 1.090
24 H 3.778 4.051 -3.918  C20 1.090
25 H 3.608 2.321 -4.138  C20 1.090
26 H 5.153 2.933 -3.713  C20 1.090
27 C -0.574 -2.058 -3.005  C28 1.556, H34 1.090, H35 1.090, H36 1.090
28 C 0.045 -3.032 -4.050  C27 1.556, O29 1.219, N30 1.488
29 O -0.093 -2.901 -5.254  C28 1.219
30 N 0.715 -4.218 -3.451  C28 1.488, H31 1.010, H32 1.010, C33 1.600
31 H 0.095 -4.559 -2.731  N30 1.010
32 H 0.719 -4.991 -4.101  N30 1.010
33 C 2.106 -3.850 -2.751  N30 1.600, H37 1.090, H38 1.090, H39 1.090
34 H -1.480 -2.515 -2.607  C27 1.090
35 H -0.738 -1.091 -3.480  C27 1.090
36 H 0.210 -1.844 -2.279  C27 1.090
37 H 2.816 -4.400 -3.368  C33 1.090
38 H 2.209 -4.265 -1.748  C33 1.090
39 H 2.349 -2.791 -2.673  C33 1.090
40 C 1.499 -2.146 3.396  C41 1.528, H47 1.090, H48 1.090, H49 1.090
41 C 2.077 -3.549 3.571  C40 1.528, O42 1.226, N43 1.507
42 O 2.851 -3.786 4.491  C41 1.226
43 N 1.782 -4.534 2.470  C41 1.507, H44 1.010, H45 1.010, C46 1.559
44 H 1.428 -5.417 2.810  N43 1.010
45 H 0.969 -4.205 1.969  N43 1.010
46 C 2.990 -4.667 1.495  N43 1.559, H50 1.090, H51 1.090, H52 1.090
47 H 0.656 -2.017 4.075  C40 1.090
48 H 1.282 -1.932 2.349  C40 1.090
49 H 2.238 -1.378 3.625  C40 1.090
50 H 3.197 -3.737 0.964  C46 1.090
51 H 2.596 -5.427 0.821  C46 1.090
52 H 3.875 -4.973 2.053  C46 1.090
53 C -0.684 4.157 1.256  C54 1.505, H60 1.090, H61 1.090, H62 1.090
54 C -1.462 5.391 0.887  C53 1.505, O55 1.250, N56 1.560
55 O -0.811 6.424 0.614  C54 1.250
56 N -3.010 5.231 0.980  C54 1.560, H57 1.010, H58 1.010, C59 1.531
57 H -3.463 5.025 0.101  N56 1.010
58 H -3.138 4.381 1.510  N56 1.010
59 C -3.764 6.487 1.426  N56 1.531, H63 1.090, H64 1.090, H65 1.090
60 H -0.819 3.537 0.369  C53 1.090
61 H -1.066 3.628 2.130  C53 1.090
62 H 0.367 4.406 1.399  C53 1.090
63 H -4.820 6.287 1.247  C59 1.090
64 H -3.376 7.334 0.859  C59 1.090
65 H -3.561 6.688 2.478  C59 1.090
66 O 1.720 2.690 2.413  C67 1.327, H70 0.960
67 C 1.867 2.676 3.732  O66 1.327, O68 1.235, O69 1.217
68 O 2.086 3.757 4.287  C67 1.235
69 O 1.795 1.639 4.364  C67 1.217
70 H 1.445 1.771 2.370  O66 0.960
71 O -2.782 0.977 2.661  C72 1.311, H75 0.960
72 C -3.733 1.840 2.928  O71 1.311, O73 1.193, O74 1.229
73 O -3.757 2.808 2.232  C72 1.193
74 O -4.354 1.700 3.979  C72 1.229
75 H -2.299 1.317 1.904  O71 0.960
76 O 0.663 0.297 1.225  C77 1.334, H80 0.960
77 C -0.396 0.205 0.420  O76 1.334, O78 1.271, O79 1.226
78 O -0.679 -0.901 -0.140  C77 1.271
79 O -1.191 1.124 0.256  C77 1.226
80 H 1.138 -0.438 0.830  O76 0.960
81 O 0.060 -3.814 0.399  C82 1.299, H85 0.960
82 C -0.370 -4.896 -0.178  O81 1.299, O83 1.250, O84 1.260
83 O -0.953 -4.849 -1.282  C82 1.250
84 O -0.055 -6.004 0.332  C82 1.260
85 H -0.568 -3.122 0.179  O81 0.960
86 O 2.704 -1.605 -0.189  C87 1.322, H90 0.960
87 C 3.673 -0.764 0.131  O86 1.322, O88 1.223, O89 1.197
88 O 3.844 0.191 -0.614  C87 1.223
89 O 4.373 -1.075 1.051  C87 1.197
90 H 2.657 -1.362 -1.116  O86 0.960

**Relative energy (zero: lowest compared OMol25 entry of this formula, charge and spin)**: 0.0 kcal per mole
**<S²>**: 0.757
**Spin multiplicity**: 2
**HOMO-LUMO gap (spin up / spin down)**: 0.2109 / 0.1587 Eh
**HOMO (spin up / spin down)**: -9.4 / -9.4 eV
**Net charge**: +1